No. 1
{
  "formula": "C31H53N8O13",
  "method": "ωB97M-V with the def2-TZVPD basis set",
  "total_charge": -1,
  "de_lowest_kcal_mol": 65.9,
  "total_energy_ha": -2628.472463,
  "gap_ev": 6.11,
  "elements": ["C", "O", "O", "O", "H", "C", "C", "C", "C", "C", "C", "N", "O", "O", "H", "H", "H", "H", "H", "C", "C", "C", "C", "C", "C", "N", "O", "O", "H", "H", "H", "H", "H", "C", "O", "N", "C", "C", "H", "H", "H", "H", "H", "H", "H", "C", "O", "N", "C", "C", "H", "H", "H", "H", "H", "H", "H", "C", "O", "N", "C", "C", "H", "H", "H", "H", "H", "H", "H", "C", "O", "N", "C", "C", "H", "H", "H", "H", "H", "H", "H", "C", "O", "N", "C", "C", "H", "H", "H", "H", "H", "H", "H", "C", "O", "N", "C", "C", "H", "H", "H", "H", "H", "H", "H"],
  "xyz": [[0.641, -1.125, 0.859], [0.437, -0.753, -0.348], [-0.366, -1.730, 1.571], [1.747, -0.947, 1.326], [-1.089, -1.575, 0.938], [2.027, 2.731, 2.353], [2.286, 4.219, 2.729], [1.358, 4.878, 3.800], [0.202, 4.125, 4.408], [0.129, 2.662, 4.067], [1.061, 2.013, 3.102], [-0.744, 4.796, 5.223], [-1.667, 4.106, 5.654], [-0.734, 6.047, 5.258], [2.655, 2.367, 1.601], [3.106, 4.787, 2.224], [1.378, 6.025, 4.024], [-0.636, 2.102, 4.525], [0.966, 0.800, 2.747], [0.082, 3.048, -0.385], [-1.346, 3.849, -0.068], [-1.582, 5.201, -0.622], [-0.324, 6.003, -1.191], [0.896, 5.141, -1.685], [1.051, 3.736, -1.099], [-0.456, 7.367, -1.692], [-1.674, 7.909, -1.571], [0.515, 8.028, -2.140], [0.497, 2.162, 0.220], [-1.904, 3.250, 0.481], [-2.377, 5.925, -0.243], [1.615, 5.669, -1.982], [2.100, 3.375, -1.317], [-3.470, -6.519, 1.356], [-4.467, -6.309, 0.586], [-2.568, -5.575, 1.478], [-1.552, -5.703, 2.581], [-2.560, -4.386, 0.605], [-3.564, -7.460, 1.909], [-1.425, -5.009, 3.244], [-0.471, -5.621, 2.106], [-1.607, -6.543, 3.109], [-1.839, -4.370, -0.379], [-2.037, -3.615, 1.287], [-3.626, -4.138, 0.172], [2.591, 0.263, -5.379], [2.606, 0.446, -6.594], [1.742, 0.705, -4.477], [1.881, 0.468, -3.024], [0.537, 1.407, -4.744], [3.299, -0.412, -4.889], [1.071, 1.233, -2.576], [2.914, 0.654, -2.994], [1.477, -0.582, -2.817], [-0.076, 0.927, -5.510], [1.054, 2.351, -5.252], [-0.171, 1.659, -3.867], [-2.948, 0.295, 3.362], [-3.356, 1.465, 3.249], [-3.691, -0.808, 3.546], [-3.029, -2.051, 3.714], [-5.194, -0.651, 3.709], [-1.939, 0.176, 3.353], [-2.125, -2.019, 3.358], [-3.505, -2.946, 3.241], [-2.721, -2.364, 4.713], [-5.377, -0.714, 4.600], [-5.409, -1.371, 2.991], [-5.632, 0.371, 3.622], [0.819, -3.359, -2.173], [-0.340, -3.476, -2.561], [1.879, -3.508, -2.958], [3.297, -3.453, -2.547], [1.621, -3.921, -4.439], [1.200, -3.310, -1.028], [3.177, -3.107, -1.363], [3.858, -2.707, -2.985], [3.955, -4.473, -2.477], [1.059, -3.183, -5.123], [1.079, -5.012, -4.475], [2.410, -3.740, -5.095], [-4.699, -1.635, -2.036], [-4.476, -1.824, -3.194], [-3.860, -1.009, -1.099], [-4.278, -0.677, 0.282], [-2.487, -0.709, -1.607], [-5.827, -1.947, -1.604], [-5.308, -0.976, 0.371], [-4.114, 0.276, 0.538], [-3.725, -1.425, 0.892], [-1.890, -1.579, -1.484], [-1.910, 0.037, -1.133], [-2.436, -0.277, -2.601], [6.243, -0.242, -1.386], [5.813, -1.301, -1.930], [5.688, 0.318, -0.299], [6.308, 1.474, 0.401], [4.328, -0.043, 0.044], [7.169, 0.226, -1.813], [6.635, 1.083, 1.174], [5.361, 2.183, 0.891], [6.962, 2.192, -0.152], [3.614, 0.734, 0.040], [4.394, -0.309, 1.101], [3.817, -0.763, -0.324]]
}



No. 2
{
  "formula": "CH2N2O3",
  "method": "ωB97M-V with the def2-TZVPD basis set",
  "total_charge": 0,
  "de_lowest_kcal_mol": 30.0,
  "total_energy_ha": -374.431354,
  "gap_ev": 10.65,
  "smiles": "N=C=O.O=NO",
  "elements": ["N", "C", "O", "H", "O", "N", "O", "H"],
  "xyz": [[-0.482, 1.534, 1.185], [-0.673, 0.437, 1.556], [-1.101, -0.572, 1.920], [0.022, 2.233, 0.580], [-0.192, 0.383, -1.218], [0.778, -0.304, -1.128], [0.463, -1.602, -1.298], [1.186, -2.109, -1.596]]
}



No. 3
{
  "formula": "C29H38CuN3OS2",
  "method": "ωB97M-V with the def2-TZVPD basis set",
  "total_charge": 0,
  "de_lowest_kcal_mol": 2.3,
  "total_energy_ha": -3804.243984,
  "gap_ev": 6.14,
  "elements": ["Cu", "S", "C", "C", "C", "C", "C", "N", "H", "H", "H", "H", "C", "C", "C", "C", "C", "C", "C", "C", "N", "C", "C", "C", "C", "N", "C", "C", "C", "C", "C", "C", "C", "C", "H", "H", "H", "H", "H", "H", "H", "H", "H", "H", "H", "H", "H", "H", "H", "H", "H", "H", "H", "H", "H", "H", "H", "H", "C", "C", "S", "O", "C", "C", "H", "H", "H", "H", "H", "H", "H", "H", "H", "H"],
  "xyz": [[0.150, 0.224, 0.266], [2.210, -0.482, 0.538], [2.130, -0.168, 2.248], [3.271, -0.327, 3.060], [3.176, -0.111, 4.413], [1.949, 0.262, 4.964], [0.885, 0.407, 4.100], [0.954, 0.211, 2.780], [4.202, -0.625, 2.599], [4.047, -0.236, 5.046], [1.828, 0.432, 6.025], [-0.090, 0.698, 4.482], [-3.214, 0.084, -2.399], [-3.334, -0.962, -1.324], [-4.098, -2.106, -1.528], [-4.193, -3.084, -0.551], [-3.495, -2.939, 0.639], [-2.707, -1.819, 0.879], [-1.916, -1.670, 2.146], [-2.669, -0.826, -0.103], [-1.873, 0.331, 0.138], [-2.420, 1.459, 0.375], [-3.892, 1.682, 0.533], [-1.499, 2.649, 0.527], [-2.100, 3.984, 0.851], [-0.271, 2.414, 0.320], [0.762, 3.371, 0.437], [1.523, 3.593, -0.720], [1.192, 2.860, -1.988], [2.578, 4.487, -0.655], [2.906, 5.113, 0.539], [2.180, 4.838, 1.682], [1.095, 3.963, 1.658], [0.373, 3.650, 2.941], [-3.543, -0.318, -3.356], [-2.183, 0.425, -2.506], [-3.830, 0.961, -2.185], [-4.618, -2.229, -2.471], [-4.798, -3.965, -0.722], [-3.554, -3.708, 1.400], [-2.078, -2.524, 2.802], [-2.186, -0.762, 2.689], [-0.846, -1.591, 1.929], [-4.444, 0.747, 0.488], [-4.266, 2.352, -0.243], [-4.089, 2.166, 1.491], [-2.488, 3.995, 1.872], [-2.933, 4.203, 0.182], [-1.353, 4.768, 0.757], [1.224, 1.780, -1.815], [1.907, 3.106, -2.771], [0.190, 3.103, -2.349], [3.164, 4.675, -1.546], [3.745, 5.796, 0.582], [2.460, 5.293, 2.625], [-0.335, 4.441, 3.202], [1.089, 3.568, 3.758], [-0.162, 2.705, 2.884], [-0.457, -6.329, -1.265], [-0.525, -5.246, -0.203], [0.379, -3.729, -0.634], [1.687, -4.167, -1.196], [-0.633, -3.245, -2.052], [-0.097, -1.955, -2.652], [-0.765, -7.288, -0.846], [0.566, -6.424, -1.630], [-1.108, -6.112, -2.111], [-0.042, -5.575, 0.719], [-1.546, -4.944, 0.042], [-1.659, -3.137, -1.695], [-0.582, -4.062, -2.773], [-0.174, -1.126, -1.944], [-0.657, -1.693, -3.552], [0.954, -2.068, -2.921]]
}



No. 4
{
  "formula": "C28H47ClO17P",
  "method": "ωB97M-V with the def2-TZVPD basis set",
  "total_charge": 1,
  "total_energy_ha": -3175.633072,
  "gap_ev": 9.57,
  "elements": ["C", "C", "C", "P", "O", "Cl", "C", "C", "C", "C", "O", "C", "H", "H", "H", "H", "H", "H", "H", "H", "H", "H", "H", "H", "H", "H", "H", "H", "H", "C", "C", "C", "O", "C", "O", "O", "H", "H", "H", "H", "H", "H", "C", "C", "C", "O", "C", "O", "O", "H", "H", "H", "H", "H", "H", "C", "C", "C", "O", "C", "O", "O", "H", "H", "H", "H", "H", "H", "C", "C", "C", "O", "C", "O", "O", "H", "H", "H", "H", "H", "H", "C", "C", "C", "O", "C", "O", "O", "H", "H", "H", "H", "H", "H"],
  "xyz": [[0.132, -0.172, 5.063], [1.300, -0.158, 4.413], [2.291, -1.289, 4.467], [2.202, -2.456, 3.110], [3.031, -3.723, 3.564], [0.309, -3.023, 2.885], [2.915, -1.918, 1.555], [2.466, -2.889, 0.454], [3.228, -2.697, -0.853], [2.308, -2.884, -2.039], [2.020, -4.268, -2.235], [0.655, -4.564, -2.061], [-0.219, -1.009, 5.648], [-0.506, 0.696, 5.021], [1.584, 0.708, 3.843], [3.306, -0.912, 4.557], [2.072, -1.875, 5.360], [2.435, -4.358, 3.988], [3.991, -2.017, 1.700], [2.611, -0.915, 1.298], [2.598, -3.919, 0.787], [1.397, -2.762, 0.312], [4.008, -3.442, -0.957], [3.705, -1.726, -0.945], [2.768, -2.509, -2.947], [1.374, -2.342, -1.879], [0.501, -5.635, -2.135], [0.324, -4.264, -1.064], [0.034, -4.088, -2.819], [7.328, -2.401, -6.762], [6.857, -2.906, -5.422], [5.457, -3.478, -5.410], [5.035, -3.213, -4.062], [5.726, -2.137, -3.621], [5.482, -1.546, -2.617], [6.724, -1.828, -4.472], [6.715, -1.562, -7.092], [8.356, -2.047, -6.699], [7.280, -3.193, -7.508], [7.573, -3.622, -5.010], [5.423, -4.545, -5.615], [4.784, -2.955, -6.094], [-1.089, 2.051, -1.328], [-0.088, 1.091, -0.745], [-0.652, 0.142, 0.290], [0.501, -0.100, 1.126], [1.309, 0.977, 1.026], [2.254, 1.163, 1.735], [0.928, 1.782, 0.031], [-1.473, 2.720, -0.558], [-0.627, 2.671, -2.095], [-1.922, 1.508, -1.776], [0.430, 0.542, -1.536], [-1.020, -0.787, -0.138], [-1.435, 0.591, 0.901], [-3.809, -6.739, 0.694], [-4.279, -5.657, -0.244], [-3.533, -5.580, -1.556], [-3.645, -4.190, -1.890], [-3.788, -3.500, -0.735], [-3.713, -2.318, -0.648], [-4.016, -4.344, 0.298], [-2.779, -6.558, 1.002], [-4.421, -6.760, 1.595], [-3.871, -7.715, 0.213], [-5.356, -5.740, -0.411], [-3.967, -6.195, -2.340], [-2.473, -5.826, -1.446], [-3.163, 6.640, -3.206], [-3.519, 6.369, -1.767], [-3.071, 7.429, -0.786], [-2.882, 6.665, 0.418], [-2.597, 5.397, 0.056], [-2.206, 4.560, 0.807], [-2.817, 5.210, -1.261], [-2.081, 6.659, -3.336], [-3.557, 5.858, -3.853], [-3.577, 7.595, -3.527], [-4.590, 6.174, -1.667], [-3.811, 8.209, -0.627], [-2.118, 7.884, -1.061], [-2.019, 5.522, 5.389], [-3.369, 5.486, 4.717], [-3.545, 6.480, 3.593], [-4.959, 6.727, 3.629], [-5.387, 6.499, 4.896], [-6.458, 6.787, 5.309], [-4.412, 5.892, 5.621], [-1.862, 6.482, 5.881], [-1.949, 4.750, 6.155], [-1.226, 5.361, 4.658], [-3.598, 4.472, 4.377], [-3.250, 6.087, 2.632], [-3.021, 7.421, 3.779]]
}



No. 5
{
  "formula": "C7H4IO3",
  "method": "ωB97M-V with the def2-TZVPD basis set",
  "total_charge": -1,
  "de_lowest_kcal_mol": 0.0,
  "total_energy_ha": -792.629126,
  "gap_ev": 7.39,
  "smiles": "O=C([O-])Oc1ccccc1I",
  "elements": ["O", "C", "O", "O", "C", "C", "C", "C", "C", "C", "I", "H", "H", "H", "H"],
  "xyz": [[0.109, 1.545, 3.024], [1.083, 1.592, 2.278], [1.988, 2.333, 1.963], [1.263, 0.290, 1.513], [0.384, -0.075, 0.592], [-0.873, 0.519, 0.284], [-1.590, 0.200, -0.916], [-1.077, -0.756, -1.831], [0.071, -1.374, -1.499], [0.831, -1.059, -0.361], [2.523, -2.200, 0.131], [-1.365, 1.206, 0.886], [-2.381, 0.804, -1.266], [-1.612, -0.953, -2.676], [0.647, -2.074, -2.120]]
}